ORCA calculation (ωB97M-V/def2-TZVPD) on a structure of composition C28H43I2O20 in a non-equilibrium geometry.

CARTESIAN COORDINATES (ANGSTROEM)
H: 1.01 -3.44 -6.38
C: 0.46 3.46 4.79
O: 1.13 3.80 1.43
C: 4.58 4.10 1.17
H: -0.06 4.28 -0.22
H: 0.96 3.34 3.83
C: 2.51 -5.77 2.62
C: -0.78 0.84 9.09
C: -0.07 4.37 0.86
C: 0.34 -5.90 1.77
C: -3.63 -1.64 1.33
H: -2.25 -5.77 1.73
H: 1.92 4.60 -2.76
O: -3.08 -3.91 -7.12
H: 0.37 0.06 3.03
H: 3.30 -5.02 2.58
H: -5.78 -2.16 -8.15
H: 5.98 5.70 1.49
O: -2.38 -1.99 -6.16
H: -0.61 3.38 4.64
H: -0.90 3.80 1.26
H: -0.96 -0.10 8.56
H: -4.14 -1.52 -8.03
C: 2.25 4.26 0.92
C: 0.71 1.73 -7.25
O: -0.42 -5.41 0.79
H: 4.30 6.23 1.33
O: 2.36 5.06 0.02
H: 4.83 5.46 2.82
C: -3.36 0.61 1.45
H: 0.83 2.24 9.40
H: 5.25 3.33 1.56
H: -0.16 5.42 1.16
H: -4.48 -2.85 -9.14
H: 1.33 0.55 9.33
C: 2.80 4.08 -3.11
O: 1.32 1.49 -4.89
H: 1.63 1.22 -7.53
I: 1.61 -0.65 0.33
H: 3.88 -7.38 3.01
C: -1.42 -0.53 0.40
H: 4.65 4.08 0.08
H: -1.29 -0.50 3.07
C: 0.55 2.47 6.89
I: -1.38 -0.35 -1.68
C: 3.08 -7.14 2.31
H: -0.03 -2.47 -5.32
H: 2.31 -7.90 2.38
H: -0.07 1.50 -7.97
H: -0.62 1.83 -5.53
O: 2.47 2.77 -3.59
H: 3.28 4.65 -3.91
H: -5.05 -4.32 -7.19
H: 3.48 -7.16 1.30
H: 0.90 2.80 -7.28
C: -0.31 -0.69 2.65
O: -4.91 -1.11 1.44
H: -2.29 -5.32 0.02
C: -0.33 -0.62 1.16
O: 0.94 2.39 5.63
C: 0.12 -2.81 -6.34
H: -1.00 0.69 10.15
O: 1.55 -5.36 1.65
H: 2.07 -5.73 3.62
C: -1.76 -5.90 0.77
O: 0.87 3.70 -4.87
C: -2.83 2.02 1.44
H: 0.72 4.43 5.21
O: -0.08 3.36 7.40
O: 1.01 1.38 7.53
C: -4.43 -3.43 -7.07
O: -0.01 -6.68 2.62
C: -2.16 -3.07 -6.64
O: -3.03 2.70 0.43
C: 1.50 2.75 -4.49
H: 0.05 0.24 -5.85
O: -5.43 0.66 2.75
H: -1.77 -6.95 0.49
O: -3.37 -2.77 1.57
O: -2.21 2.29 2.51
C: 4.94 5.45 1.73
C: 0.65 1.29 8.91
C: -4.68 0.17 1.99
C: -2.74 -0.49 1.03
H: 0.24 -1.96 -7.01
C: 0.28 1.30 -5.86
H: 3.49 3.95 -2.29
H: -1.48 1.58 8.70
O: -0.97 -3.63 -6.78
H: -4.64 -3.02 -6.08
H: 0.01 -1.68 2.95
O: 3.27 3.68 1.58
C: -4.72 -2.43 -8.16

Summary:
LUMO = 2.008 eV
HOMO-LUMO gap = 0.292 hartree
Spin multiplicity = 1
Total charge = -1
Strongest force on any atom = 0.03032 Eh/bohr
DFT total energy = -86887.8169 eV



ORCA calculation (ωB97M-V/def2-TZVPD) on an isolated molecule of C3H6O2 in a non-equilibrium geometry.

CARTESIAN COORDINATES (ANGSTROEM)
C: 1.20 -0.62 0.48
H: -2.16 -0.19 0.23
O: 1.24 0.47 -0.41
H: 0.19 1.57 0.46
C: 0.03 -0.55 -0.51
H: -1.51 0.71 -1.25
H: 0.70 -0.28 1.49
O: -0.71 1.41 0.66
H: 0.41 -1.48 -1.15
C: -1.32 0.33 -0.27
H: 1.91 -1.35 0.27

Summary:
LUMO = 1.019 eV
HOMO-LUMO gap = 0.416 hartree
Spin multiplicity = 1
SMILES = OC[C@@H]1CO1
Strongest force on any atom = 0.12393 Eh/bohr
Relative energy (zero: lowest compared OMol25 entry of this formula, charge and spin) = 101.7 kcal/mol
DFT total energy = -7299.2675 eV



ORCA calculation (ωB97M-V/def2-TZVPD) on a structure of composition C18H21ClN2O5 in a non-equilibrium geometry.

CARTESIAN COORDINATES (ANGSTROEM)
C: 7.19 -4.62 -3.06
C: -4.86 2.96 0.29
C: 3.52 -2.01 -1.07
C: 1.70 -1.84 0.31
H: -6.66 3.66 1.06
N: -3.45 1.20 1.24
H: -2.65 4.56 3.45
C: 5.78 -1.74 -1.56
H: 1.43 -3.32 0.30
C: -2.25 4.58 2.44
C: 0.31 -1.35 0.70
H: 6.89 -5.34 -2.42
H: 6.59 -4.48 -4.04
H: -3.35 2.04 3.25
H: 4.73 -4.71 -2.95
H: -6.76 2.89 -0.56
H: -1.86 1.66 2.42
H: -1.19 -1.55 -0.64
H: -2.31 5.44 1.87
O: -3.60 -0.60 -0.08
C: -2.90 3.49 1.25
H: -5.43 1.52 2.15
Cl: 2.15 -4.05 -2.16
H: -5.30 0.98 0.17
H: 6.66 -1.13 -1.27
H: -1.04 4.42 2.73
H: -6.01 4.64 -0.30
C: 5.81 -2.91 -2.10
C: -4.99 1.48 0.98
C: 4.55 -1.23 -1.14
H: 4.40 -0.49 -0.59
O: 6.90 -3.34 -2.49
O: 0.45 -0.56 1.90
C: 4.76 -3.49 -2.39
C: -6.14 3.62 0.00
C: -1.47 -0.32 1.02
C: -0.81 -1.07 -0.04
H: 8.17 -4.62 -3.30
C: 3.55 -3.19 -1.84
O: 2.19 -1.51 -0.99
C: -2.77 1.92 2.27
N: -0.73 0.19 2.07
H: -4.23 2.89 -0.59
H: -2.20 3.23 0.59
C: -3.10 0.15 0.59
O: -4.12 3.93 1.32
H: 2.43 -2.01 1.18

Summary:
LUMO = 0.694 eV
HOMO-LUMO gap = 0.316 hartree
Spin multiplicity = 1
Strongest force on any atom = 0.36132 Eh/bohr
Relative energy (zero: lowest compared OMol25 entry of this formula, charge and spin) = 447.3 kcal/mol
DFT total energy = -44728.7413 eV



ORCA calculation (ωB97M-V/def2-TZVPD) on a structure of composition C35H48ClGeN6O3PtS2Se in a non-equilibrium geometry.

CARTESIAN COORDINATES (ANGSTROEM)
C: 4.16 -5.24 0.28
C: -0.35 -3.05 -1.91
H: 6.17 -3.28 -1.49
H: 6.29 -1.77 -0.59
H: -4.51 -0.37 0.76
C: 2.91 5.78 -1.76
H: 2.66 -3.02 -1.51
H: 0.65 2.93 4.94
C: 6.12 -2.83 -0.50
H: 2.51 6.50 1.52
C: -0.08 -4.95 -0.46
H: 0.17 -5.01 -2.59
C: -0.10 2.14 4.97
Cl: 4.75 0.22 0.10
H: -3.95 -4.33 -2.16
C: -0.06 -4.39 -1.73
C: -4.58 -1.89 -0.76
C: -6.40 -1.37 0.72
H: -6.80 -0.78 1.53
H: 3.67 -0.73 -2.78
H: 1.89 -3.04 0.08
H: -0.55 2.12 5.96
H: 0.66 0.23 5.43
H: -4.87 2.00 -2.54
C: -0.70 -2.26 -0.81
C: 4.25 -2.63 2.29
H: 0.12 -5.99 -0.31
C: -3.09 4.14 -0.86
C: -4.78 -3.70 -2.49
C: -5.35 -2.90 -1.36
C: 2.76 6.48 -0.59
C: -1.17 2.11 -0.63
H: 3.28 -2.90 2.69
C: 2.47 4.51 0.68
H: -3.82 4.92 -0.91
H: 2.44 0.57 -2.76
H: 1.81 -1.21 3.99
C: -0.85 3.44 -0.36
C: 2.81 4.40 -1.71
N: 0.50 0.86 4.67
H: 5.01 -3.09 2.91
H: 2.30 4.01 1.62
H: -1.52 5.46 -0.24
H: 6.92 -3.25 0.10
H: -0.65 -2.38 2.58
H: -5.40 3.48 -1.75
H: 4.17 -5.56 -0.76
H: -0.70 -0.94 1.53
H: 3.23 -5.57 0.73
C: 2.71 -2.62 -0.49
H: -2.15 -1.93 1.76
Ge: 4.42 -3.28 0.41
Se: 2.38 -0.73 -0.62
H: -5.42 1.97 -0.86
C: 2.58 5.89 0.64
H: -0.35 -2.61 -2.89
H: 2.91 3.82 -2.62
O: 2.23 8.76 0.51
H: -3.96 0.46 -1.37
H: -8.16 -2.58 0.50
H: 4.38 -1.55 2.33
H: -5.54 -4.35 -2.91
H: 3.02 1.93 -1.20
C: 2.65 -0.47 -2.51
H: 1.93 -1.12 -3.01
C: -7.16 -2.38 0.14
N: -3.25 -1.77 -1.18
C: -3.46 2.84 -1.14
N: 2.51 2.36 -0.44
C: -1.79 4.44 -0.46
H: 1.90 -0.83 2.31
O: 2.28 8.63 -1.94
C: -6.63 -3.13 -0.89
H: -0.37 -4.58 1.62
C: -0.70 -2.81 0.48
C: -1.06 -1.96 1.66
S: 0.66 1.66 2.19
C: -5.11 -1.13 0.27
C: -2.39 -0.70 -1.08
C: 2.60 3.75 -0.49
H: -4.42 -3.05 -3.28
S: 2.90 8.33 -0.68
C: -4.86 2.54 -1.60
H: 2.86 2.00 0.45
H: 3.08 6.31 -2.68
H: -2.81 -2.64 -1.43
H: -7.21 -3.92 -1.34
C: -0.37 -4.15 0.63
N: -1.11 -0.92 -1.00
N: 1.49 -0.64 3.22
C: 0.91 0.55 3.44
N: -2.97 0.51 -1.20
C: -2.50 1.81 -0.99
H: 4.98 -5.75 0.79
Pt: 0.36 0.76 -0.26
H: 0.15 3.70 -0.04
H: -0.87 2.37 4.23
O: 4.35 8.32 -0.65

Summary:
LUMO (spin up / spin down) = -7.076 / -7.040 eV
HOMO-LUMO gap (spin up / spin down) = 0.068 / 0.069 hartree
Spin multiplicity = 1
Total charge = +1
Strongest force on any atom = 0.06563 Eh/bohr
Relative energy (zero: lowest compared OMol25 entry of this formula, charge and spin) = 17.8 kcal/mol
DFT total energy = -211449.9286 eV



ORCA calculation (ωB97M-V/def2-TZVPD) on a structure of composition C9H32BF4O7Ti in a non-equilibrium geometry.

CARTESIAN COORDINATES (ANGSTROEM)
F: -1.02 -1.35 -0.27
C: 3.10 -2.80 0.63
C: 3.82 -2.92 1.98
H: -0.71 3.00 -2.33
C: -1.28 1.93 -4.91
F: 0.82 -0.27 -0.67
H: -0.03 -1.28 -3.71
C: 0.35 3.10 -2.08
C: -3.44 1.95 1.16
H: 0.38 2.71 4.92
H: -0.19 1.24 3.44
H: -1.89 0.53 -6.08
H: 0.64 1.18 -1.94
H: 1.41 0.44 3.49
H: -0.88 1.15 -4.26
H: 1.42 -1.97 0.03
C: 0.05 -2.52 4.02
H: 0.43 -2.19 2.10
H: 4.81 -3.32 1.79
H: 1.14 -2.51 4.05
H: 3.86 -1.96 2.49
H: 0.50 2.39 0.00
H: -2.40 2.17 1.38
C: 0.55 3.31 -0.58
C: 0.64 0.93 4.08
H: -0.22 -3.54 4.29
B: -0.50 -0.09 -0.35
O: 1.76 -2.42 0.81
H: 1.55 3.72 -0.44
O: -2.29 1.32 -5.72
H: -3.90 2.78 0.62
O: -0.30 -2.12 2.72
H: -0.69 -2.50 -4.70
O: 1.10 2.08 4.78
H: -1.83 2.69 -4.35
H: 0.27 0.17 4.78
O: 1.01 1.91 -2.45
F: -1.15 0.55 -1.38
Ti: -2.22 -1.02 1.76
H: 3.59 -2.02 0.03
O: -0.45 -3.03 -2.63
H: -3.91 1.87 2.14
H: -0.53 2.41 -5.53
H: 3.34 -3.59 2.69
H: -0.19 4.02 -0.23
O: -3.48 0.68 0.56
H: 0.73 3.97 -2.60
H: -0.36 -1.81 4.74
H: -1.76 -1.82 -3.50
C: -0.73 -2.12 -3.68
H: -0.52 -2.49 -1.84
H: -2.90 0.70 -0.21
H: 3.19 -3.75 0.11
F: -0.69 0.50 0.85

Summary:
LUMO (spin up / spin down) = -2.586 / -9.443 eV
Expectation value of S² = 6.0053
HOMO-LUMO gap (spin up / spin down) = 0.223 / 0.119 hartree
Spin multiplicity = 5
Total charge = +1
Strongest force on any atom = 0.04911 Eh/bohr
DFT total energy = -58838.4324 eV



ORCA calculation (ωB97M-V/def2-TZVPD) on a cluster of 2 separate species, C2HBrF3NO in total in a non-equilibrium geometry.

CARTESIAN COORDINATES (ANGSTROEM)
F: 1.56 -1.19 0.75
C: -0.17 0.05 -0.51
Br: -1.16 -1.59 -1.17
N: -0.84 1.23 -0.42
O: -2.01 1.40 -0.75
F: -0.26 -0.56 1.72
H: 0.85 0.11 -1.65
F: 1.39 0.78 1.23
C: 0.65 -0.23 0.80

Summary:
LUMO (spin up / spin down) = -1.964 / -1.965 eV
HOMO-LUMO gap (spin up / spin down) = 0.308 / 0.308 hartree
Spin multiplicity = 1
Strongest force on any atom = 0.12466 Eh/bohr
Relative energy (zero: lowest compared OMol25 entry of this formula, charge and spin) = 89.6 kcal/mol
DFT total energy = -83818.2871 eV



Repeat the fourth record exactly.
ORCA calculation (ωB97M-V/def2-TZVPD) on a structure of composition C35H48ClGeN6O3PtS2Se in a non-equilibrium geometry.

CARTESIAN COORDINATES (ANGSTROEM)
C: 4.16 -5.24 0.28
C: -0.35 -3.05 -1.91
H: 6.17 -3.28 -1.49
H: 6.29 -1.77 -0.59
H: -4.51 -0.37 0.76
C: 2.91 5.78 -1.76
H: 2.66 -3.02 -1.51
H: 0.65 2.93 4.94
C: 6.12 -2.83 -0.50
H: 2.51 6.50 1.52
C: -0.08 -4.95 -0.46
H: 0.17 -5.01 -2.59
C: -0.10 2.14 4.97
Cl: 4.75 0.22 0.10
H: -3.95 -4.33 -2.16
C: -0.06 -4.39 -1.73
C: -4.58 -1.89 -0.76
C: -6.40 -1.37 0.72
H: -6.80 -0.78 1.53
H: 3.67 -0.73 -2.78
H: 1.89 -3.04 0.08
H: -0.55 2.12 5.96
H: 0.66 0.23 5.43
H: -4.87 2.00 -2.54
C: -0.70 -2.26 -0.81
C: 4.25 -2.63 2.29
H: 0.12 -5.99 -0.31
C: -3.09 4.14 -0.86
C: -4.78 -3.70 -2.49
C: -5.35 -2.90 -1.36
C: 2.76 6.48 -0.59
C: -1.17 2.11 -0.63
H: 3.28 -2.90 2.69
C: 2.47 4.51 0.68
H: -3.82 4.92 -0.91
H: 2.44 0.57 -2.76
H: 1.81 -1.21 3.99
C: -0.85 3.44 -0.36
C: 2.81 4.40 -1.71
N: 0.50 0.86 4.67
H: 5.01 -3.09 2.91
H: 2.30 4.01 1.62
H: -1.52 5.46 -0.24
H: 6.92 -3.25 0.10
H: -0.65 -2.38 2.58
H: -5.40 3.48 -1.75
H: 4.17 -5.56 -0.76
H: -0.70 -0.94 1.53
H: 3.23 -5.57 0.73
C: 2.71 -2.62 -0.49
H: -2.15 -1.93 1.76
Ge: 4.42 -3.28 0.41
Se: 2.38 -0.73 -0.62
H: -5.42 1.97 -0.86
C: 2.58 5.89 0.64
H: -0.35 -2.61 -2.89
H: 2.91 3.82 -2.62
O: 2.23 8.76 0.51
H: -3.96 0.46 -1.37
H: -8.16 -2.58 0.50
H: 4.38 -1.55 2.33
H: -5.54 -4.35 -2.91
H: 3.02 1.93 -1.20
C: 2.65 -0.47 -2.51
H: 1.93 -1.12 -3.01
C: -7.16 -2.38 0.14
N: -3.25 -1.77 -1.18
C: -3.46 2.84 -1.14
N: 2.51 2.36 -0.44
C: -1.79 4.44 -0.46
H: 1.90 -0.83 2.31
O: 2.28 8.63 -1.94
C: -6.63 -3.13 -0.89
H: -0.37 -4.58 1.62
C: -0.70 -2.81 0.48
C: -1.06 -1.96 1.66
S: 0.66 1.66 2.19
C: -5.11 -1.13 0.27
C: -2.39 -0.70 -1.08
C: 2.60 3.75 -0.49
H: -4.42 -3.05 -3.28
S: 2.90 8.33 -0.68
C: -4.86 2.54 -1.60
H: 2.86 2.00 0.45
H: 3.08 6.31 -2.68
H: -2.81 -2.64 -1.43
H: -7.21 -3.92 -1.34
C: -0.37 -4.15 0.63
N: -1.11 -0.92 -1.00
N: 1.49 -0.64 3.22
C: 0.91 0.55 3.44
N: -2.97 0.51 -1.20
C: -2.50 1.81 -0.99
H: 4.98 -5.75 0.79
Pt: 0.36 0.76 -0.26
H: 0.15 3.70 -0.04
H: -0.87 2.37 4.23
O: 4.35 8.32 -0.65

Summary:
LUMO (spin up / spin down) = -7.076 / -7.040 eV
HOMO-LUMO gap (spin up / spin down) = 0.068 / 0.069 hartree
Spin multiplicity = 1
Total charge = +1
Strongest force on any atom = 0.06563 Eh/bohr
Relative energy (zero: lowest compared OMol25 entry of this formula, charge and spin) = 17.8 kcal/mol
DFT total energy = -211449.9286 eV



- Number 5 is which compound?
  C9H32BF4O7Ti



- What is the formula in the first record?
  C28H43I2O20